# 1
Computed, not measured: C2H8N2O2 as an isolated structure at a distorted geometry, with ωB97M-V with the def2-TZVPD basis set.

Last column: natural (NBO) charge in e.
Cartesian coordinates (Å):
H 1.92912 1.04046 0.75791  0.38
H -1.77874 -0.92856 0.28202  0.14
H 0.45862 -0.26470 -2.62918  0.38
O 0.11923 -0.73507 -0.28011  -0.50
H -1.17244 -0.85413 -2.63961  0.37
H 0.07993 -0.58227 2.33767  0.23
H 0.60989 1.62440 1.54066  0.39
N 1.29033 0.87259 1.52562  -0.78
C 0.65655 -0.38140 1.43229  -0.03
H 1.38133 -1.19339 1.40691  0.22
N -0.51009 -0.14003 -2.37954  -1.09
H -0.88254 0.68922 -1.89559  0.40
O -1.22252 1.03289 0.22280  -0.67
C -0.95867 -0.18001 0.31816  0.55

Results
HOMO (spin up / spin down)   -8.440 / -8.439 eV
Molecular weight   92.1 g mol⁻¹
E_LUMO (spin up / spin down)   0.70 / 0.70 eV
Relative energy (zero: lowest compared OMol25 entry of this formula, charge and spin)   100.8 kcal per mole
Gap between HOMO and LUMO (spin up / spin down)   9.142 / 9.141 eV
Net charge   0

=====

# 2
Computed, not measured: a 2-piece molecular cluster, C2H8N2O2 overall at a distorted geometry, with ωB97M-V with the def2-TZVPD basis set.

Last column: natural (NBO) charge in e.
Cartesian coordinates (Å):
N 0.13321 0.07274 -0.61467  -0.45
H -1.05188 -1.01980 -1.99354  0.35
H 1.04041 1.86798 -0.09363  0.20
O 0.38600 -0.02718 2.07274  -0.70
H 1.05447 -0.32540 -0.91365  0.35
H -0.74069 1.90342 -0.19483  0.21
C 0.49769 -1.06324 1.21368  0.65
N -1.04176 -0.51073 -1.11046  -0.69
H -0.54069 0.04320 2.34792  0.49
H 0.22460 1.87671 -1.68630  0.18
C 0.17138 1.52035 -0.65348  -0.41
H 1.56425 -1.24580 0.99918  0.11
O -0.39109 -1.86892 1.02012  -0.68
H -1.30590 -1.22333 -0.39307  0.38

Results
HOMO   -9.242 eV
Molecular weight   92.1 g mol⁻¹
E_LUMO   0.91 eV
SMILES   O=CO.CNN
Relative energy (zero: lowest compared OMol25 entry of this formula, charge and spin)   58.2 kcal per mole
Gap between HOMO and LUMO   10.155 eV
Net charge   0

=====

# 3
Computed, not measured: C2H8N2O2 as an isolated structure at a distorted geometry, with ωB97M-V with the def2-TZVPD basis set.

Last column: natural (NBO) charge in e.
Cartesian coordinates (Å):
H 2.57458 -1.29087 0.32540  0.35
H 0.86456 1.15653 -1.44912  0.48
H -0.79702 2.09285 0.79559  0.50
H -2.26573 0.02834 -1.19498  0.20
C -0.14999 0.37215 -0.06408  0.69
C -1.89707 -0.48227 -0.38006  -0.65
N 0.71994 -0.76176 0.23174  -0.52
O -0.12267 1.31616 0.94090  -0.75
H -1.46710 -1.33129 -0.83392  0.21
O -0.01401 0.87451 -1.33320  -0.72
N 2.11971 -0.34346 0.21567  -0.68
H -2.45513 -0.54317 0.54341  0.20
H 2.34993 0.18505 1.06408  0.34
H 0.53999 -1.27278 1.13857  0.36

Results
HOMO   -9.109 eV
Molecular weight   92.1 g mol⁻¹
E_LUMO   0.72 eV
Relative energy (zero: lowest compared OMol25 entry of this formula, charge and spin)   86.6 kcal per mole
Gap between HOMO and LUMO   9.826 eV
Net charge   0

=====

# 4
Computed, not measured: a 2-piece molecular cluster, C2H8N2O4P overall at a distorted geometry, with ωB97M-V with the def2-TZVPD basis set.

Last column: natural (NBO) charge in e.
Cartesian coordinates (Å):
H 1.89662 2.11238 -1.77783  0.47
H -0.62349 1.72679 1.90228  0.35
N -1.22700 -1.51874 0.12994  -0.88
O 1.06798 -0.19176 -2.14975  -1.19
P 0.18516 0.88373 -1.58198  2.17
H -1.01490 -2.04292 -0.70049  0.37
N -0.77664 0.74806 1.80521  -0.86
H 1.19441 0.65815 1.37896  0.18
H -1.53191 -0.64355 -0.22401  0.36
C 0.00451 -1.18945 0.83115  0.23
O -1.21384 1.21557 -1.90741  -1.15
O 1.04013 2.32148 -1.63406  -1.01
H -1.71770 0.53914 1.54396  0.37
H 1.22620 -1.40388 -0.65271  0.49
O 1.02992 -1.79219 0.14283  -0.77
C 0.30444 0.32189 1.00591  -0.25
H 0.15608 -1.74469 1.88799  0.12

Results
HOMO   -3.169 eV
Molecular weight   155.1 g mol⁻¹
E_LUMO   3.85 eV
Relative energy (zero: lowest compared OMol25 entry of this formula, charge and spin)   57.2 kcal per mole
Gap between HOMO and LUMO   7.021 eV
Net charge   -1

=====

# 5
Computed, not measured: a 2-piece molecular cluster, C2H8N2O4S overall at a distorted geometry, with ωB97M-V with the def2-TZVPD basis set.

Last column: Löwdin spin population.
Cartesian coordinates (Å):
C -1.55512 0.83198 -0.51186  0.00
O 0.92589 -1.42904 1.48123  0.01
O 2.73301 -1.38933 -0.40626  0.29
H -0.82793 0.58657 1.45023  0.00
N 1.79720 -0.55396 -0.67199  0.68
C -0.48087 0.79986 0.48439  0.00
O 2.50098 1.31606 0.46955  0.95
S 0.41220 -0.77877 0.30815  0.02
H -1.19849 0.53854 -1.44549  0.00
H 0.24220 1.48002 0.37168  0.00
H 2.36528 -1.86604 0.43241  0.00
H -2.20896 -1.08094 -0.57768  0.00
H -2.00050 1.81354 -0.82868  0.00
H 3.45835 1.50187 0.17456  0.01
O -0.34551 -1.60703 -0.61921  0.04
H -3.18443 0.00867 0.36463  0.00
N -2.63328 -0.17201 -0.47567  0.00

Results
HOMO (spin up / spin down)   -9.120 / -9.580 eV
Molecular weight   156.2 g mol⁻¹
E_LUMO (spin up / spin down)   0.57 / -2.52 eV
2S+1   3
Gap between HOMO and LUMO (spin up / spin down)   9.685 / 7.064 eV
Net charge   0

=====

# 6
Computed, not measured: a single C2H8N2OS2 molecule at a distorted geometry, with ωB97M-V with the def2-TZVPD basis set.

Last column: natural (NBO) charge in e.
Cartesian coordinates (Å):
H -0.15788 -0.61113 -1.66934  0.19
H 3.10646 -0.80994 0.74305  0.20
O 1.37357 -0.79410 -0.37183  -0.55
H -2.26144 1.56078 -0.57307  0.07
C 0.33325 0.04699 -0.75565  0.06
S -1.22460 1.91165 0.11614  0.21
H -0.89006 -1.37629 1.26013  0.38
S -2.43677 -1.38392 -0.16454  0.11
N -0.54813 0.37948 0.30852  -0.46
H 1.69341 0.37211 1.31465  0.19
H 2.75941 0.70160 -0.26287  0.18
H -3.51067 -0.45354 0.01178  0.11
C 2.30862 -0.02126 0.37486  -0.28
N -1.33466 -0.59461 0.84682  -0.59
H 0.78949 1.07218 -1.17868  0.19

Results
HOMO   -8.951 eV
Molecular weight   140.2 g mol⁻¹
E_LUMO   0.63 eV
SMILES   COCN(S)NS
Relative energy (zero: lowest compared OMol25 entry of this formula, charge and spin)   105.3 kcal per mole
Gap between HOMO and LUMO   9.585 eV
Net charge   0

=====

# 7
Computed, not measured: an isolated ion of composition C2H8N2P and charge +1 at a distorted geometry, with ωB97M-V with the def2-TZVPD basis set.

Last column: natural (NBO) charge in e.
Cartesian coordinates (Å):
P -1.89480 -0.59385 0.73661  0.58
H -0.06132 -2.34175 -0.25803  0.24
C -0.15669 1.10836 -0.43264  -0.07
H 0.66045 -1.20969 -1.72651  0.24
H 1.90621 1.51560 -0.79388  0.39
H -1.42743 -0.57956 2.15330  0.04
H -0.83199 1.63186 0.34495  0.23
C 0.07060 -1.35034 -0.78608  0.12
H -0.24614 1.36901 -1.49037  0.24
N 1.20372 1.35521 -0.10452  -0.87
N -0.47527 -0.34273 -0.15475  -0.56
H 1.56057 2.00989 0.62911  0.42
H -2.03443 -2.00444 0.43174  0.00

Results
HOMO   -14.320 eV
Molecular weight   91.1 g mol⁻¹
E_LUMO   -5.47 eV
SMILES   C=[N+](P)CN
Relative energy (zero: lowest compared OMol25 entry of this formula, charge and spin)   44.9 kcal per mole
Gap between HOMO and LUMO   8.854 eV
Net charge   +1

=====

# 8
Computed, not measured: a 2-piece molecular cluster, C2H8N2S2 overall at a distorted geometry, with ωB97M-V with the def2-TZVPD basis set.

Last column: natural (NBO) charge in e.
Cartesian coordinates (Å):
H -1.51177 0.42520 -1.73378  0.20
H -0.53103 2.44658 1.74017  0.13
C -1.46770 0.73075 -0.73987  -0.41
C -0.16952 0.16183 1.13020  -0.26
H -1.05409 1.79557 -0.55554  0.23
H 1.89797 -1.63066 -0.14230  0.19
H -2.38703 0.57588 -0.22853  0.23
H 3.68111 -1.68972 -0.87548  0.14
H -0.36829 -1.05733 -1.86535  0.33
S 3.14215 -1.33531 0.32487  -0.36
S -1.21466 1.27595 2.03174  -0.03
N -0.41435 -0.13419 -0.13195  -0.05
N 0.02495 -1.13007 -0.86829  -0.57
H 0.37226 -0.43448 1.91409  0.24

Results
HOMO   -8.294 eV
Molecular weight   124.2 g mol⁻¹
E_LUMO   0.48 eV
Relative energy (zero: lowest compared OMol25 entry of this formula, charge and spin)   77.6 kcal per mole
Gap between HOMO and LUMO   8.774 eV
Net charge   0

=====

# 9
Computed, not measured: a 2-piece molecular cluster, C2H8N2S2 overall at a distorted geometry, with ωB97M-V with the def2-TZVPD basis set.

Last column: natural (NBO) charge in e.
Cartesian coordinates (Å):
C 2.14362 2.68884 -0.81543  -0.77
S 2.99270 1.14053 -1.21629  0.11
H 1.07398 -0.79438 -1.02417  0.13
N -1.61200 -0.70168 1.69694  -0.74
H 1.41364 3.07825 -1.56144  0.24
C -1.94918 -1.46897 0.73913  0.27
H 1.75920 2.60596 0.21875  0.22
H 2.84594 3.51086 -0.66186  0.23
N -2.24806 -2.76903 1.03363  -0.83
H -1.98125 -1.05741 -0.26087  0.16
H -1.13531 0.15575 1.39410  0.34
H -2.27277 -3.03435 2.00236  0.40
H -2.30184 -3.52752 0.37500  0.39
S 1.27132 0.17317 -1.91985  -0.16

Results
HOMO   -8.954 eV
Molecular weight   124.2 g mol⁻¹
E_LUMO   0.35 eV
SMILES   [H]/N=C/N.CSS
Relative energy (zero: lowest compared OMol25 entry of this formula, charge and spin)   16.7 kcal per mole
Gap between HOMO and LUMO   9.304 eV
Net charge   0

=====

# 10
Computed, not measured: a 2-piece molecular cluster, C2H8N2S2 overall at a distorted geometry, with ωB97M-V with the def2-TZVPD basis set.

Last column: natural (NBO) charge in e.
Cartesian coordinates (Å):
S 0.41358 5.15212 -0.64622  0.02
C -0.68275 3.99602 -1.78707  -0.64
H 2.84454 4.45344 -1.77722  0.12
H -0.18233 4.00305 -2.70293  0.22
N -1.50614 -3.88750 1.28801  -0.77
S 2.18629 3.89984 -0.78389  -0.15
H 1.18957 -4.99128 1.84969  0.38
N 0.46850 -4.48840 2.41041  -0.83
H -1.55458 4.53245 -1.92674  0.21
C -0.26772 -3.74131 1.38017  0.31
H -1.99517 -3.97608 0.44350  0.38
H 0.18130 -3.02786 0.67812  0.15
H -0.26165 -5.00974 2.78903  0.38
H -0.83345 3.08524 -1.21485  0.22

Results
HOMO   -8.957 eV
Molecular weight   124.2 g mol⁻¹
E_LUMO   0.21 eV
SMILES   [H]/N=C/N.CSS
Relative energy (zero: lowest compared OMol25 entry of this formula, charge and spin)   45.5 kcal per mole
Gap between HOMO and LUMO   9.166 eV
Net charge   0

=====

# 11
Computed, not measured: C2H8N3 as an isolated structure at a distorted geometry, with ωB97M-V with the def2-TZVPD basis set.

Last column: natural (NBO) charge in e.
Cartesian coordinates (Å):
N -0.02752 0.27839 1.20937  0.03
H -2.30413 -1.14601 1.75527  -0.05
H -2.79838 -1.39184 2.30671  0.05
H 0.11798 -1.22439 -1.56733  0.46
H 1.32156 0.54157 -2.65714  0.25
N 0.10401 -0.29019 -1.13224  -0.53
H -0.74411 0.19417 -1.46981  0.46
N 0.12926 0.71681 2.30276  -0.30
C 0.04053 -0.47559 0.28069  0.17
H 1.30212 1.46681 -1.13406  0.24
H 2.20312 -0.05346 -1.23596  0.25
C 1.30863 0.46682 -1.56984  -0.43
H -0.65307 0.91691 2.91158  0.40

Results
HOMO   -14.203 eV
Molecular weight   74.1 g mol⁻¹
E_LUMO   -4.60 eV
Relative energy (zero: lowest compared OMol25 entry of this formula, charge and spin)   147.1 kcal per mole
Gap between HOMO and LUMO   9.603 eV
Net charge   +1

=====

# 12
Computed, not measured: an isolated ion of composition C2H8N3 and charge +1 at a distorted geometry, with ωB97M-V with the def2-TZVPD basis set.

Last column: natural (NBO) charge in e.
Cartesian coordinates (Å):
H 0.82248 -2.22571 -1.51559  0.46
H -0.85213 -1.37662 -1.41141  0.46
H 0.14358 1.92945 1.79177  0.22
H -0.38784 2.88718 0.54543  0.22
N 2.05399 -0.54158 0.17478  -0.66
N -0.04318 0.57250 0.09832  -0.72
N 0.08059 -1.71897 -0.93991  -0.82
H -0.91862 0.69059 -0.30834  0.39
H 2.67360 -1.32095 0.08608  0.41
H -1.49974 1.68893 1.26930  0.21
C -0.53988 2.02447 1.04997  -0.22
H -0.07433 -2.26780 -0.13713  0.43
C 0.87003 -0.41195 -0.12663  0.63

Results
HOMO   -14.116 eV
Molecular weight   74.1 g mol⁻¹
E_LUMO   -3.82 eV
SMILES   [H]/N=C(\[NH3+])NC
Relative energy (zero: lowest compared OMol25 entry of this formula, charge and spin)   104.1 kcal per mole
Gap between HOMO and LUMO   10.293 eV
Net charge   +1